1.
Formula: C6H12O
Source: the OMol25 dataset
Level of theory: wB97M-V/def2-TZVPD

Properties
SMILES   C/C=C(/C)O.C=C
Energy above the lowest of the compared OMol25 structures with the same formula, charge and spin   1.628 eV
HOMO energy   -8.375 eV
2S+1   1
Frontier orbital gap   9.4 eV
LUMO   1.00 eV

Each line ends with the natural charge from an NBO analysis.
Cartesian coordinates (Å):
O: -0.0145 -0.2730 1.1675  -0.707
C: 1.7679 -0.8008 -0.3965  -0.666
C: -0.5189 -1.8371 -0.5051  -0.280
C: -1.9324 -2.0292 -0.0418  -0.642
C: -0.1952 2.9156 0.8010  -0.400
C: 0.3205 2.5784 -0.3781  -0.403
C: 0.3494 -0.9945 0.0571  0.302
H: -1.1124 2.4603 1.1679  0.206
H: 0.2731 3.6595 1.4410  0.198
H: 0.4839 0.5568 1.1760  0.487
H: 1.9597 0.2497 -0.6556  0.210
H: -2.6357 -1.9671 -0.8812  0.209
H: 2.4675 -1.0708 0.4037  0.219
H: -2.2021 -1.2681 0.6949  0.226
H: -0.1670 -2.4382 -1.3404  0.199
H: -2.0722 -3.0132 0.4237  0.212
H: -0.1600 1.8395 -1.0170  0.206
H: 1.2334 3.0336 -0.7561  0.198
H: 1.9896 -1.4121 -1.2747  0.226


2.
Formula: C33H43BCuN6S
Source: the OMol25 dataset
Level of theory: wB97M-V/def2-TZVPD

Properties
HOMO energy (spin up / spin down)   -6.982 / -7.576 eV
2S+1   2
Frontier orbital gap (spin up / spin down)   6.5 / 7.0 eV
LUMO (spin up / spin down)   -0.52 / -0.53 eV
<S²>   0.755

Each line ends with the Löwdin spin population.
Cartesian coordinates (Å):
Cu: -1.5936 0.9955 0.3100  0.502
S: -1.7931 0.9570 2.5817  0.119
N: 1.5314 0.3554 0.3378  0.020
N: -3.4395 1.7791 0.3201  0.025
N: -4.1208 1.9613 1.4930  0.000
N: -3.9732 1.8501 3.7755  0.009
N: -1.9657 1.5017 -1.7515  0.072
N: 0.4114 -1.5125 -0.0231  0.026
C: -2.2271 -3.6399 -1.4305  0.000
C: -3.5798 2.2228 -3.3570  0.002
C: 0.9043 -3.3064 -2.9919  0.000
C: 2.1995 2.1247 1.9214  0.000
C: -2.6560 1.9035 -4.3285  0.000
C: 2.9386 3.6215 -0.3280  0.000
C: 3.5277 1.1836 -2.5109  0.000
C: -3.2290 1.9584 -1.9823  0.005
C: 2.4080 -0.7310 0.3500  0.004
C: -2.3104 -3.7734 0.9512  0.000
C: -0.3155 -2.4306 -2.6500  0.001
C: 2.4313 2.3513 -0.5808  0.000
C: 3.2520 4.0716 0.9706  0.000
C: -1.3940 1.3975 -4.0903  0.001
C: -1.2436 -2.9144 1.0459  0.001
C: -3.4193 1.6011 2.6013  0.016
C: -1.2217 -2.1889 -3.8254  0.000
C: 2.2776 1.7919 -1.9452  0.002
C: -0.6549 -2.5649 2.4304  0.000
C: 3.1160 0.4338 3.5250  0.000
C: 2.8110 3.4005 2.0942  0.000
C: 1.8598 1.2253 3.1455  0.000
C: -1.0905 -2.8109 -1.4127  0.002
C: -2.8415 -4.0876 -0.2771  0.000
C: 1.4319 2.0435 4.3571  0.000
C: -1.7012 -2.7613 3.5523  0.000
C: -4.0447 2.1698 -0.7483  0.003
C: 2.0728 1.6265 0.6028  0.003
C: 1.6782 2.7731 -2.9887  0.000
C: 1.7554 -1.8731 0.1332  0.005
C: 0.5217 -3.4660 2.8115  0.000
C: -1.0749 1.2573 -2.7228  0.010
C: -0.6251 -2.4281 -0.1445  0.008
B: 0.1805 -0.1172 0.1260  0.148
H: 2.8275 -0.3343 4.2082  0.000
H: -0.3488 -1.4994 2.4201  0.000
H: 3.8457 4.9796 1.1099  0.000
H: -3.7689 -4.5973 -0.3930  0.000
H: 0.5183 2.6425 4.1646  0.000
H: -1.8325 -3.0869 -4.0613  0.000
H: 3.4632 -0.5942 0.4998  0.001
H: -4.5338 2.6237 -3.6312  0.001
H: 0.7809 3.2416 -2.5361  0.000
H: 3.5874 0.0076 2.6700  0.000
H: -2.9231 2.1338 -5.3877  0.000
H: 1.4192 2.1781 -3.8806  0.000
H: 3.0632 3.7988 3.1133  0.000
H: -0.6684 -1.8156 -4.6924  0.000
H: 0.1276 -1.4295 -2.4254  0.001
H: 2.4263 3.5121 -3.3038  0.000
H: -3.4416 1.5818 4.5996  0.002
H: 0.5983 -4.2222 -3.5396  0.000
H: 4.4071 1.8593 -2.3690  0.000
H: -0.0862 0.9602 -2.4037  0.004
H: -2.9056 -4.0783 1.8463  0.000
H: 1.4473 -3.6472 -2.1333  0.000
H: -1.8965 -3.8327 3.7070  0.000
H: 3.7768 1.1417 4.1514  0.000
H: -1.4126 -2.2570 4.4690  0.000
H: -2.6791 -2.3600 3.1842  0.000
H: -2.6910 -3.9013 -2.4018  0.000
H: 2.2036 2.7385 4.7563  0.000
H: 3.2831 4.2879 -1.1280  0.000
H: 1.5894 -2.7523 -3.6022  0.000
H: -4.8823 2.2780 3.8651  0.002
H: -1.9236 -1.4506 -3.5735  0.000
H: 1.0544 -3.0969 3.6583  0.000
H: 1.2064 1.2385 5.0907  0.000
H: 1.4914 1.0501 -1.8063  0.002
H: 3.7381 0.2066 -2.1196  0.000
H: -5.0343 2.6938 -0.8210  0.001
H: 1.0585 0.4326 2.9385  0.000
H: 3.4670 0.9735 -3.5934  0.000
H: 0.2544 -4.5101 2.8117  0.000
H: 1.2856 -3.4093 1.9858  0.000
H: 2.0080 -2.9060 0.0826  0.001
H: -0.6947 1.2688 -4.8767  0.000


3.
Formula: C6H13O2
Source: the OMol25 dataset
Level of theory: wB97M-V/def2-TZVPD

Properties
Energy above the lowest of the compared OMol25 structures with the same formula, charge and spin   2.743 eV
HOMO energy (spin up / spin down)   -9.273 / -9.278 eV
2S+1   2
Frontier orbital gap (spin up / spin down)   10.2 / 7.0 eV
LUMO (spin up / spin down)   0.90 / -2.30 eV
<S²>   0.756

Each line ends with the natural charge from an NBO analysis.
Cartesian coordinates (Å):
O: -2.8315 -2.5643 -0.1280  -0.932
O: -3.0505 -0.0227 -1.0259  -0.327
C: 1.0785 0.3294 0.0953  -0.228
C: -1.9892 0.2565 -0.3223  -0.163
C: -0.9599 1.0003 -1.1507  -0.424
C: 2.1366 0.3779 0.9088  -0.149
C: 0.3090 1.5018 -0.3701  -0.439
C: 3.0458 -0.7825 1.0608  -0.665
H: -2.2538 0.5594 0.7233  0.246
H: -1.4073 1.8837 -1.5675  0.212
H: 4.0800 -0.4596 1.2027  0.223
H: 2.8134 -1.3817 2.0110  0.216
H: -1.3611 -0.6528 0.0955  0.250
H: -0.5231 0.4852 -1.9966  0.213
H: -0.2200 2.0666 0.4145  0.207
H: 2.5745 1.2950 1.3434  0.198
H: 0.8454 2.2663 -0.9914  0.227
H: -2.3119 -1.7131 -0.4760  0.451
H: 0.7336 -0.6754 -0.0893  0.190
H: 2.9562 -1.6787 0.4651  0.226
H: -3.6648 -2.0915 -0.2025  0.468


4.
Formula: C4H7N4
Source: the OMol25 dataset
Level of theory: wB97M-V/def2-TZVPD

Properties
Charge   +1
Energy above the lowest of the compared OMol25 structures with the same formula, charge and spin   4.777 eV
HOMO energy (spin up / spin down)   -14.262 / -14.276 eV
2S+1   1
Frontier orbital gap (spin up / spin down)   6.6 / 6.7 eV
LUMO (spin up / spin down)   -7.65 / -7.55 eV

Each line ends with the natural charge from an NBO analysis.
Cartesian coordinates (Å):
N: 0.3839 -2.8733 1.4290  -0.059
N: 1.1154 0.3315 -0.3523  -0.599
N: -0.4958 -0.9372 -1.4251  -0.640
N: -0.6333 1.8495 0.2885  -0.831
C: 0.1365 0.7280 0.6943  0.008
C: -0.5485 -0.4817 1.1962  0.116
C: -0.0547 -1.8098 1.3201  0.133
C: 0.6692 -0.5051 -1.3212  0.329
H: 1.4073 -0.8265 -2.1193  0.231
H: -1.6748 -0.5505 1.4628  0.309
H: -1.4179 1.6932 -0.3660  0.413
H: 1.7383 0.9735 -0.7857  0.433
H: -0.2418 2.7161 0.3377  0.405
H: -1.1234 -1.2967 -2.0619  0.433
H: 0.7395 0.9891 1.7029  0.321


5.
Formula: C3H3O4Sn
Source: the OMol25 dataset
Level of theory: wB97M-V/def2-TZVPD

Properties
Charge   +2
Energy above the lowest of the compared OMol25 structures with the same formula, charge and spin   0.000 eV
HOMO energy (spin up / spin down)   -19.654 / -20.048 eV
2S+1   2
Frontier orbital gap (spin up / spin down)   9.5 / 7.3 eV
LUMO (spin up / spin down)   -10.13 / -12.72 eV
<S²>   0.761

Each line ends with the natural charge from an NBO analysis.
Cartesian coordinates (Å):
Sn: -0.4071 0.0319 0.9184  2.037
O: -0.4534 -2.0286 0.9215  -0.663
O: 1.3780 -0.3110 0.1842  -0.672
O: -2.7887 2.9107 -0.8978  -0.236
O: -1.1857 1.5442 0.0546  -0.752
C: 1.7335 -1.4784 0.1737  0.528
C: -2.0016 2.1934 -0.4787  1.140
C: 0.7256 -2.5478 0.5210  -0.254
H: 1.1040 -3.2626 1.2894  0.299
H: 2.7551 -1.7656 -0.1170  0.262
H: 0.5478 -3.2434 -0.3351  0.310


Number 1: total energy -310.9994 Eh, molar mass 100.16 g/mol. Number 2: total energy -3675.3513 Eh, molar mass 630.17 g/mol. Number 3: total energy -386.7206 Eh, molar mass 117.17 g/mol. Number 4: total energy -375.2270 Eh, molar mass 111.13 g/mol. Number 5: total energy -630.5747 Eh, molar mass 221.76 g/mol.